C25H61BaCuN4O11 | ωB97M-V/def2-TZVPD

The calculation puts the orbital gap at 0.143 Ha. The net charge is +2. For the energy relative to the best compared isomer or geometry (same formula, charge and spin), the calculation gives 131.6 kcal per mole. The calculation puts the LUMO energy at -7.722 eV. As for the total energy: -3700.934549 Ha.

XYZ file:
```
103
Properties=species:S:1:pos:R:3:forces:R:3
Cu -3.590 -1.543 -3.366 0.261 0.676 1.413
Ba -4.263 -3.294 2.805 0.557 0.713 -1.235
O -3.245 0.760 0.413 -0.137 0.248 0.207
C -3.429 -0.505 0.128 0.673 -0.243 -5.359
O -3.302 -0.897 -1.062 0.039 -0.407 -0.891
O -3.756 -1.215 1.066 -1.272 -3.617 3.903
H -3.579 0.567 1.291 0.155 2.187 1.532
C 0.378 -4.356 -2.515 0.982 0.655 -0.682
O -0.241 -4.902 -1.359 -1.432 1.164 -0.177
C -1.406 -4.069 -1.042 1.207 -0.941 1.234
C -1.881 -4.402 0.439 -0.520 0.034 -1.499
N -3.356 -4.666 0.510 0.458 -0.250 1.437
C -3.747 -6.003 0.018 -0.623 -1.062 -0.822
C -3.164 -7.341 0.633 -1.121 1.028 0.190
O -4.138 -8.381 0.484 1.387 0.939 0.379
C -4.207 -8.827 -0.834 -0.776 -0.874 -1.454
H -0.116 -4.507 -3.475 -1.091 0.102 0.202
H 1.351 -4.745 -2.815 0.179 -0.716 1.158
H 0.582 -3.300 -2.340 -0.217 0.245 -0.154
H -2.189 -4.166 -1.794 -0.413 -0.797 -0.028
H -1.209 -2.998 -1.087 0.758 0.102 0.170
H -1.628 -3.550 1.071 -0.069 0.265 0.024
H -1.364 -5.256 0.878 0.077 -0.079 -0.389
H -3.826 -4.002 -0.089 0.045 0.309 -0.359
H -3.663 -6.013 -1.068 0.647 -0.160 -0.189
H -4.827 -6.126 0.102 -0.210 0.222 0.564
H -3.064 -7.209 1.710 0.188 -0.014 0.120
H -2.192 -7.581 0.202 -0.046 -0.230 -0.078
H -4.703 -9.795 -0.894 -0.038 -0.010 0.494
H -3.261 -8.979 -1.353 0.434 0.247 0.358
H -4.822 -8.182 -1.462 -0.030 0.366 -0.056
C -3.919 4.538 1.096 1.087 0.216 -0.013
O -3.261 4.480 2.364 0.255 -0.615 -0.411
C -2.557 3.250 2.620 -0.141 0.715 0.064
C -1.272 3.054 1.820 -0.504 -0.144 -0.590
N -0.380 4.181 1.853 -0.047 0.146 0.684
C 0.033 4.648 3.192 0.549 -1.099 -0.571
C 0.959 3.619 3.894 0.422 1.140 -1.122
O 0.303 2.462 4.382 0.146 -0.157 0.964
C 1.228 1.631 5.094 -0.128 -0.240 0.067
H -4.540 3.664 0.903 -0.605 0.157 0.331
H -3.234 4.550 0.248 0.643 -0.169 -0.036
H -4.380 5.522 1.006 -0.607 -0.384 0.399
H -3.254 2.423 2.486 -0.129 -0.326 -0.066
H -2.257 3.271 3.668 -0.311 0.138 0.093
H -1.477 2.886 0.763 -0.238 -0.142 -0.135
H -0.775 2.150 2.172 -0.001 0.037 0.228
H -0.862 4.932 1.379 0.109 0.300 -0.012
H -0.739 4.922 3.911 -0.502 -0.040 -0.155
H 0.569 5.563 2.941 0.419 -0.080 0.588
H 1.496 4.221 4.627 -0.148 -0.388 0.852
H 1.746 3.291 3.216 0.043 0.017 -0.449
H 1.877 1.068 4.423 0.335 0.356 -0.337
H 0.755 0.844 5.681 -0.800 0.254 -0.137
H 1.819 2.179 5.827 0.136 0.324 -0.229
C 5.886 6.094 -2.330 -0.589 0.043 -0.032
O 4.429 6.282 -2.305 1.242 -1.036 0.062
C 3.899 6.247 -3.628 -0.704 0.136 -0.044
C 2.334 6.180 -3.652 0.116 -0.911 -0.134
N 1.845 4.826 -3.279 0.056 -0.124 1.320
C 0.443 4.568 -3.675 1.089 0.451 -1.288
C -0.303 3.696 -2.683 0.318 1.079 0.561
O -1.374 3.018 -3.262 -1.045 -0.755 -0.550
C -1.923 2.062 -2.365 0.845 0.080 -0.530
H 6.329 5.790 -1.382 -0.858 0.106 0.437
H 6.414 7.011 -2.590 -0.253 0.188 -0.339
H 6.191 5.295 -3.006 -0.300 0.047 -0.384
H 4.178 5.375 -4.219 0.387 -0.497 0.384
H 4.382 7.077 -4.143 -0.720 0.491 -0.382
H 1.942 6.225 -4.668 0.553 0.862 -0.280
H 1.804 6.893 -3.021 0.352 0.559 -0.111
H 1.840 4.827 -2.269 0.333 -0.271 0.353
H 0.537 4.138 -4.672 -0.444 -0.647 0.024
H -0.044 5.519 -3.893 -0.581 0.155 0.486
H -0.690 4.343 -1.896 -0.200 0.342 0.282
H 0.384 3.054 -2.131 0.296 -0.607 -0.362
H -1.127 1.327 -2.239 0.094 -0.166 0.943
H -2.746 1.465 -2.758 -0.280 0.555 -0.652
H -2.287 2.535 -1.453 0.254 -0.139 0.279
C 0.320 -0.037 0.299 -0.008 -0.019 0.581
O 0.835 -1.367 0.530 -1.207 0.890 0.109
C 0.767 -1.757 1.904 1.614 -1.309 -0.581
C 1.119 -3.276 1.980 0.220 0.237 -0.258
N 2.555 -3.566 1.912 0.238 0.758 -0.611
C 3.135 -2.998 0.662 1.045 0.061 0.718
C 4.593 -3.511 0.420 0.178 0.566 -0.611
O 5.245 -3.014 -0.763 -0.160 -1.922 0.379
C 5.423 -1.660 -0.864 -1.488 1.643 -1.197
H -0.697 -0.062 -0.091 -0.068 -0.217 -0.197
H 0.935 0.576 -0.360 0.260 -0.553 -0.254
H 0.268 0.549 1.217 0.107 -0.170 0.273
H -0.178 -1.582 2.418 -0.451 0.269 -0.322
H 1.557 -1.214 2.423 -0.089 0.130 0.430
H 0.638 -3.803 1.156 -0.460 0.173 -0.392
H 0.699 -3.707 2.889 0.144 0.082 0.324
H 2.700 -4.566 1.881 -0.139 -0.218 0.184
H 3.136 -1.917 0.807 0.208 -0.032 -0.194
H 2.501 -3.187 -0.204 0.018 -0.232 -0.278
H 4.602 -4.590 0.272 -0.133 -0.049 0.114
H 5.298 -3.275 1.218 -0.496 0.027 0.637
H 4.473 -1.264 -1.222 -0.589 0.660 0.463
H 6.001 -1.389 -1.748 0.899 -0.512 0.392
H 5.712 -1.095 0.022 0.359 -0.321 0.219
```
Positions in Å, forces in eV/Å.

***

C10H13N2S | ωB97M-V/def2-TZVPD

The calculation puts the orbital gap at 0.260 Ha. The net charge is +1. For the energy relative to the best compared isomer or geometry (same formula, charge and spin), the calculation gives 133.9 kcal per mole. The calculation puts the LUMO energy at -4.929 eV. As for the total energy: -896.066058 Ha.

XYZ file:
```
26
Properties=species:S:1:pos:R:3:forces:R:3
C -2.418 2.408 -0.918 1.256 -2.969 0.565
C -1.414 3.185 -0.259 -0.217 3.351 -0.893
C -2.265 1.047 -0.901 -2.526 -0.614 0.095
C -0.392 2.680 0.421 -0.869 0.244 -0.189
C -0.929 -0.934 -0.392 1.113 2.295 0.463
C -1.129 0.401 -0.229 0.109 -0.998 -0.311
C -0.251 1.271 0.581 0.976 -0.617 0.960
C 0.487 -1.794 1.408 0.894 -0.063 1.878
C 2.714 -1.908 -0.741 1.627 3.701 0.582
C 1.525 -0.934 -0.656 3.705 3.828 -0.737
N 0.601 0.924 1.486 -0.261 -0.942 -0.460
N 0.354 -1.581 -0.007 -1.189 1.632 -0.507
S -0.879 -2.261 2.210 0.713 -0.126 1.630
H -3.227 2.912 -1.369 -0.856 0.181 -0.504
H -1.558 4.312 -0.424 0.524 -1.712 0.715
H -3.120 0.328 -1.226 1.728 1.472 0.149
H 0.287 3.219 1.016 0.705 0.982 0.289
H -1.656 -1.495 -0.847 -1.249 -1.671 -1.170
H 0.754 -0.119 1.604 -0.187 1.253 0.387
H 2.270 -2.756 -1.051 -0.532 -3.678 -1.272
H 3.578 -1.566 -1.426 -1.815 -0.456 0.800
H 3.161 -1.974 0.247 -0.081 -0.512 0.076
H 1.326 -0.464 -1.682 -0.618 -1.216 1.441
H 1.927 -0.025 -0.060 -1.231 -1.639 -0.784
H 0.531 -2.500 -0.328 -0.971 -1.860 -1.024
H -0.277 -2.377 3.544 -0.748 0.132 -2.177
```
Positions in Å, forces in eV/Å.

***

Q: Which maximum force values were calculated for the entries above? A: 5.47; 5.38, in eV Å⁻¹.